No. 1
79
Properties=species:S:1:pos:R:3:mulliken_charge:R:1 method="wB97M-V/def2-TZVPD" total_charge=-1 homo_ev="-4.8547 / -4.8548" lumo_ev="1.02 / 1.02" gap_ha="0.2160 / 0.2160" e_above_lowest_kj_mol=367.96
Tc -0.746 1.021 -0.059 0.459
Se -1.488 -0.700 1.411 -0.477
P -0.156 -4.199 1.683 -0.190
Se -0.695 -2.490 0.196 0.182
C 1.397 -3.650 2.536 0.275
C 2.017 -2.418 2.375 0.513
C 3.206 -2.134 3.027 -0.397
C 3.783 -3.077 3.860 -0.672
C 3.155 -4.297 4.054 -0.590
C 1.974 -4.583 3.396 -0.459
C 0.706 -5.050 0.262 0.320
C 1.756 -4.441 -0.426 0.112
C 2.337 -5.067 -1.513 -0.725
C 1.898 -6.319 -1.915 -0.402
C 0.874 -6.944 -1.224 -0.498
C 0.271 -6.303 -0.155 -0.626
H 1.564 -1.672 1.736 -0.143
H 3.687 -1.176 2.884 0.395
H 4.709 -2.854 4.371 0.378
H 3.588 -5.030 4.721 0.361
H 1.486 -5.536 3.544 0.396
H 2.116 -3.471 -0.114 0.351
H 3.124 -4.567 -2.059 0.391
H 2.354 -6.805 -2.765 0.375
H 0.535 -7.928 -1.519 0.372
H -0.550 -6.771 0.367 0.331
F -0.261 -0.548 -5.129 -0.244
C -0.372 -1.288 -4.015 0.345
F -0.889 -2.469 -4.396 -0.240
F 0.868 -1.544 -3.583 -0.195
S -1.484 -0.425 -2.714 1.040
O -0.533 -0.373 -1.627 -0.439
O -2.584 -1.321 -2.681 -0.693
N -1.646 0.965 -3.440 -0.324
S -0.458 1.872 -2.995 1.427
O 0.829 1.381 -3.349 -0.603
O -0.589 2.465 -1.689 -0.660
C -0.702 3.386 -4.077 0.256
F -1.868 4.000 -3.891 -0.185
F -0.584 3.117 -5.378 -0.227
F 0.257 4.272 -3.770 -0.222
Cl 0.921 0.699 3.261 -0.075
C 2.286 1.207 2.329 1.139
C 3.467 1.567 2.948 -0.947
C 4.515 2.075 2.193 -0.643
C 4.366 2.233 0.822 -0.611
C 3.210 1.813 0.197 0.697
Cl 2.958 2.023 -1.501 -0.158
C 2.124 1.258 0.922 -0.671
N 1.031 0.849 0.296 -0.498
H 3.533 1.476 4.021 0.466
H 5.435 2.369 2.674 0.410
H 5.144 2.683 0.229 0.444
F -5.823 2.201 -0.224 -0.273
C -4.519 1.896 -0.232 0.165
F -4.208 1.499 1.006 -0.252
F -3.879 3.052 -0.427 -0.239
C -4.067 0.830 -1.267 0.765
O -2.746 0.714 -1.160 0.822
C -4.542 1.335 -2.657 0.224
F -4.018 2.527 -2.948 -0.198
F -5.882 1.515 -2.658 -0.296
F -4.292 0.531 -3.680 -0.204
C -4.811 -0.517 -0.963 0.245
F -5.402 -1.050 -2.031 -0.315
F -4.003 -1.427 -0.443 -0.190
F -5.802 -0.352 -0.061 -0.323
C -1.024 2.386 1.159 -0.042
C -0.908 3.659 1.728 0.714
C 0.396 4.120 2.005 -0.069
C 0.628 5.458 2.230 -0.886
C -0.419 6.369 2.193 -0.328
C -1.717 5.919 1.995 -0.726
C -1.968 4.578 1.786 -0.283
H 1.207 3.411 1.992 0.363
H 1.637 5.800 2.416 0.424
H -0.215 7.424 2.310 0.393
H -2.537 6.621 1.979 0.405
H -2.968 4.216 1.621 0.486

---

No. 2
66
Properties=species:S:1:pos:R:3:nbo_charge:R:1 method="wB97M-V/def2-TZVPD" total_charge=-1 homo_ev=-4.8714 lumo_ev=0.86 gap_ha=0.2107 e_above_lowest_kj_mol=78.76
Sc -0.767 -0.783 -0.712 1.507
C -4.092 -0.478 -3.217 -0.645
C -3.888 0.839 -2.538 0.194
N -4.880 1.694 -2.456 -0.400
C -4.708 2.845 -1.779 -0.021
C -3.546 3.187 -1.140 -0.041
C -3.464 4.473 -0.365 -0.090
O -2.531 5.404 -0.924 -0.730
C -2.450 2.297 -1.223 -0.209
C -1.170 2.619 -0.652 0.187
N -0.216 1.760 -0.565 -0.532
C 1.069 2.150 -0.179 0.188
C 1.353 2.896 0.965 -0.263
C 2.663 3.151 1.336 -0.192
C 3.717 2.679 0.567 -0.226
C 3.456 1.970 -0.598 -0.241
C 2.146 1.716 -0.958 -0.173
I 1.698 0.737 -2.773 0.264
C -2.606 1.095 -1.949 0.399
O -1.643 0.242 -2.108 -0.804
H -5.087 -0.522 -3.654 0.222
H -3.334 -0.647 -3.983 0.229
H -3.976 -1.281 -2.485 0.247
H -5.576 3.496 -1.735 0.183
H -4.461 4.920 -0.312 0.174
H -3.130 4.291 0.657 0.191
H -2.732 5.491 -1.861 0.468
H -0.990 3.659 -0.370 0.198
H 0.532 3.244 1.581 0.224
H 2.864 3.723 2.233 0.215
H 4.740 2.872 0.863 0.216
H 4.267 1.618 -1.223 0.229
S 5.240 -2.175 4.265 0.892
N 5.003 -2.688 2.750 -0.596
C 3.893 -2.119 2.321 0.096
C 3.305 -2.291 1.016 -0.039
C 3.856 -3.129 0.046 -0.125
C 3.234 -3.211 -1.175 -0.240
C 2.094 -2.446 -1.401 0.099
N 1.536 -1.669 -0.484 -0.478
C 2.125 -1.591 0.723 0.166
C 1.464 -0.782 1.743 0.282
N 0.277 -0.237 1.429 -0.492
C -0.355 0.481 2.345 0.097
C 0.155 0.725 3.616 -0.249
C 1.370 0.180 3.954 -0.110
C 2.039 -0.601 3.012 -0.140
C 3.282 -1.273 3.296 0.190
N 3.944 -1.222 4.436 -0.617
H 4.747 -3.694 0.282 0.233
H 3.612 -3.848 -1.962 0.233
H 1.597 -2.486 -2.361 0.244
H -1.323 0.878 2.063 0.237
H -0.413 1.329 4.310 0.232
H 1.818 0.326 4.928 0.233
S -1.034 -2.765 -2.419 -0.270
C -0.828 -3.923 -1.147 -0.180
S -0.794 -3.295 0.454 -0.247
C -0.672 -5.276 -1.416 -0.497
C -0.501 -6.216 -0.367 0.325
N -0.368 -6.996 0.473 -0.388
C -0.627 -5.771 -2.745 0.323
N -0.560 -6.189 -3.819 -0.392
Se -4.482 1.039 1.938 -0.219
C -3.353 0.086 1.022 0.156
N -2.533 -0.507 0.430 -0.725

---

No. 3
65
Properties=species:S:1:pos:R:3:nbo_charge:R:1 method="wB97M-V/def2-TZVPD" total_charge=0 homo_ev="-8.3056 / -8.2862" lumo_ev="-2.52 / -2.56" gap_ha="0.2126 / 0.2103" e_above_lowest_kj_mol=202.68
Os 0.068 0.134 0.384 1.526
O -1.868 0.818 0.731 -0.634
C -2.615 1.361 -0.167 0.507
C -3.551 2.352 0.216 -0.282
C -4.363 2.946 -0.710 -0.140
C -4.335 2.560 -2.064 -0.264
C -3.463 1.590 -2.464 -0.124
C -2.575 0.982 -1.549 -0.263
C -1.665 0.022 -2.020 0.196
N -0.633 -0.461 -1.368 -0.306
N 0.086 -1.416 -2.033 -0.413
C 1.260 -1.609 -1.492 0.553
O 1.683 -0.907 -0.496 -0.677
C 2.084 -2.721 -2.003 -0.067
C 3.210 -3.126 -1.291 -0.186
C 3.895 -4.267 -1.674 -0.218
C 3.471 -5.001 -2.772 -0.193
C 2.370 -4.577 -3.506 -0.221
C 1.667 -3.452 -3.115 -0.176
H -3.565 2.646 1.256 0.233
H -5.051 3.721 -0.398 0.220
H -4.992 3.037 -2.776 0.220
H -3.423 1.289 -3.504 0.213
H -1.803 -0.358 -3.028 0.218
H 3.522 -2.551 -0.429 0.232
H 4.751 -4.597 -1.101 0.217
H 3.993 -5.907 -3.049 0.215
H 2.042 -5.143 -4.368 0.216
H 0.787 -3.126 -3.649 0.234
N -0.159 -4.177 2.162 -0.528
C -0.633 -3.143 1.435 0.257
N 0.233 -2.174 1.314 -0.497
C 1.376 -2.586 1.997 0.057
C 2.616 -1.973 2.185 -0.195
C 3.529 -2.616 2.992 -0.200
C 3.255 -3.860 3.570 -0.188
C 2.060 -4.510 3.344 -0.253
C 1.125 -3.849 2.557 0.164
H -0.659 -5.014 2.404 0.430
H -1.616 -3.138 0.993 0.222
H 2.843 -1.028 1.722 0.251
H 4.475 -2.134 3.199 0.224
H 3.996 -4.322 4.209 0.222
H 1.851 -5.479 3.777 0.222
O 1.223 0.594 2.048 -0.421
N 0.051 0.540 2.561 0.067
C -0.211 -0.007 3.705 -0.037
C -1.561 -0.064 4.158 0.252
N -2.620 -0.163 4.591 -0.241
C 0.767 -0.580 4.575 0.238
N 1.544 -1.084 5.255 -0.230
I 6.933 4.271 -1.394 0.123
C 4.970 3.862 -0.742 -0.131
C 4.441 4.565 0.328 -0.261
C 3.154 4.275 0.756 -0.172
C 2.415 3.287 0.120 -0.091
C 2.958 2.587 -0.950 -0.197
C 4.241 2.877 -1.388 -0.248
C 1.017 2.948 0.630 0.767
O 0.686 3.355 1.729 -0.616
O 0.307 2.242 -0.201 -0.742
H 5.028 5.320 0.834 0.225
H 2.710 4.803 1.588 0.238
H 2.378 1.809 -1.426 0.230
H 4.671 2.334 -2.218 0.223

---

No. 4
66
Properties=species:S:1:pos:R:3:nbo_charge:R:1 method="wB97M-V/def2-TZVPD" total_charge=-1 homo_ev=-6.2782 lumo_ev=0.12 gap_ha=0.2351
O 3.566 -8.967 -1.218 -0.982
S 3.632 -8.051 -0.108 2.192
O 3.027 -8.441 1.136 -0.973
N 3.218 -6.612 -0.649 -1.272
S 3.042 -5.369 0.317 2.315
O 3.449 -4.182 -0.413 -1.007
O 3.617 -5.538 1.632 -0.982
C 1.257 -5.104 0.541 -0.681
C 0.266 -6.032 -0.156 -0.508
C -0.380 -7.127 0.669 0.981
F -1.687 -7.262 0.307 -0.354
F -0.394 -6.855 1.986 -0.335
F 0.167 -8.328 0.517 -0.309
H 4.949 -7.895 0.150 -0.079
H 1.128 -4.104 0.126 0.258
H 1.087 -5.038 1.615 0.252
H -0.570 -5.420 -0.501 0.227
H 0.722 -6.490 -1.037 0.269
C 5.887 -0.208 1.911 -0.198
C 5.352 -1.342 1.312 -0.181
C 3.981 -1.481 1.169 -0.167
C 3.137 -0.481 1.641 -0.070
C 3.673 0.660 2.251 -0.166
C 5.050 0.793 2.379 -0.165
C 2.801 1.744 2.776 0.541
O 3.263 2.745 3.285 -0.544
C 1.324 1.564 2.654 -0.057
C 0.480 2.550 3.154 -0.183
C -0.892 2.412 3.035 -0.201
C -1.429 1.285 2.422 -0.198
C -0.594 0.299 1.926 -0.169
C 0.786 0.436 2.037 -0.138
C 1.665 -0.641 1.481 0.528
O 1.180 -1.596 0.915 -0.517
H 6.959 -0.105 2.017 0.211
H 6.001 -2.130 0.953 0.229
H 3.577 -2.369 0.698 0.288
H 5.448 1.681 2.850 0.230
H 0.917 3.420 3.625 0.234
H -1.548 3.186 3.413 0.217
H -2.502 1.187 2.318 0.223
H -0.992 -0.582 1.440 0.241
C -0.284 2.392 -2.194 -0.185
C -0.255 2.829 -3.514 -0.189
C -1.276 3.624 -4.007 -0.156
C -2.338 3.979 -3.184 -0.153
C -2.372 3.531 -1.861 -0.062
C -1.339 2.744 -1.369 -0.174
C -3.509 3.869 -0.961 0.539
O -3.537 3.484 0.188 -0.529
C -4.619 4.692 -1.526 -0.142
C -5.711 4.993 -0.721 -0.158
C -6.748 5.761 -1.221 -0.196
C -6.698 6.236 -2.528 -0.198
C -5.613 5.938 -3.335 -0.177
C -4.572 5.163 -2.839 -0.060
C -3.421 4.841 -3.734 0.533
O -3.375 5.269 -4.868 -0.529
H 0.517 1.773 -1.809 0.228
H 0.568 2.547 -4.158 0.221
H -1.267 3.976 -5.029 0.236
H -1.375 2.409 -0.340 0.242
H -5.731 4.617 0.293 0.238
H -7.599 5.992 -0.594 0.216
H -7.509 6.838 -2.916 0.216
H -5.558 6.296 -4.353 0.237